This record from OMol25 describes C5H9NO2 as an isolated structure at a distorted geometry. The level of theory is ωB97M-V with the def2-TZVPD basis set.

E_LUMO (eV): 0.58
Calculated total energy (eV): -10909.914
Orbital gap (eV): 10.06
ΔE to the lowest compared entry with this formula, charge and spin (kJ/mol): 642.7

```
! wB97M-V def2-TZVPD RIJCOSX def2/J DEFGRID3
* xyz 0 1
C 2.410 -0.587 -0.359
C 1.415 0.374 -0.308
C -0.374 -0.443 1.030
C -0.714 0.783 0.432
C -2.226 0.732 -0.011
H 3.610 -0.336 -0.167
H 2.280 -1.133 -1.363
H 1.878 -1.713 0.176
H 0.780 -0.596 1.582
H -0.861 -1.450 1.190
H -0.316 1.910 0.609
H -3.210 0.573 0.744
H -2.381 1.660 -0.638
H -1.432 -0.813 -1.054
N -0.033 -0.161 -0.451
O 1.659 1.570 -0.398
O -2.486 -0.371 -1.015
*
```